No. 1
{"formula": "C40H45Br10N5O10", "method": "ωB97M-V/def2-TZVPD", "smiles": "O=[N+]([O-])c1ccccc1.O=[N+]([O-])c1ccccc1.O=[N+]([O-])c1ccccc1.O=[N+]([O-])c1ccccc1.O=[N+]([O-])c1ccccc1.BrCCBr.BrCCBr.BrCCBr.BrCCBr.BrCCBr", "lumo_ev": -1.1, "orbital_gap_ev": 8.9, "de_lowest_ev": 1.079, "elements": ["C", "C", "C", "C", "O", "H", "H", "H", "H", "C", "H", "N", "H", "C", "C", "H", "C", "H", "O", "H", "C", "Br", "O", "C", "Br", "C", "O", "Br", "C", "O", "C", "Br", "H", "H", "H", "C", "C", "H", "C", "H", "H", "Br", "H", "C", "C", "C", "O", "H", "H", "Br", "H", "H", "O", "H", "N", "H", "H", "C", "H", "C", "H", "H", "C", "Br", "C", "H", "C", "O", "C", "C", "Br", "H", "N", "C", "H", "C", "C", "H", "H", "C", "Br", "H", "C", "N", "H", "C", "Br", "H", "H", "C", "H", "H", "H", "O", "O", "C", "C", "C", "H", "H", "H", "H", "C", "C", "C", "H", "N", "H", "H", "C"], "coordinates": [[2.1320, -0.0254, 4.3083], [2.4173, 1.3033, 4.1049], [-3.6738, 6.1457, -1.1046], [-4.5561, -1.2464, -2.9911], [-4.9782, 6.2874, 2.1770], [-1.9192, -0.6280, -7.0466], [-1.6902, -3.8646, 0.3028], [-4.2736, 4.0255, 1.4749], [2.4063, 6.7846, -2.5939], [2.6076, -6.5733, 3.2308], [-4.3300, -5.2716, -0.0005], [-1.9009, 0.3643, 4.1161], [2.1132, -0.0586, 7.7298], [5.1422, -1.2524, -2.2283], [2.2864, -5.6563, 2.2254], [2.9232, 3.3234, -4.9822], [-0.1413, 1.5663, 2.8875], [-5.9406, -2.8456, -3.2207], [2.2759, -10.0815, 0.1034], [5.5069, -1.9026, -3.0211], [2.8705, 5.1028, -3.7495], [-2.2931, -6.8139, -0.0465], [-4.7410, 7.8322, 0.7232], [1.9725, -0.5178, 5.5899], [-2.8585, 0.8893, -5.3999], [2.1316, -6.0041, 0.8857], [2.9195, -10.4853, 2.1149], [-3.7481, -2.3745, 0.5338], [-3.3515, 3.4859, -0.3719], [-2.7125, 0.4127, 4.9955], [-1.2593, 1.6324, 3.7157], [3.4915, -0.2653, -2.7264], [1.5766, -1.5167, 5.7445], [5.9216, -0.5071, -2.0995], [-1.5357, 4.9165, 4.1849], [0.5064, 2.7406, 2.5519], [-5.7535, -2.0228, -2.5337], [1.2284, 2.0661, -3.5851], [2.5830, -8.2951, 1.5434], [2.1847, -4.6327, 2.5725], [-1.7953, -1.4276, -5.5335], [-1.5990, 0.7674, -1.6982], [3.1933, 3.0640, 5.0973], [1.5471, 3.0853, -3.4217], [2.7392, -7.9008, 2.8658], [-2.7285, -4.0804, 0.5480], [-1.6113, -0.6182, 3.4726], [2.2192, -7.7043, -0.4472], [0.2011, 0.5918, 2.5669], [0.9095, -1.4095, -6.7317], [-3.1655, 2.4590, -0.0926], [0.5161, 4.9385, 2.8896], [2.3002, -2.0784, 3.3439], [-2.6190, 3.1928, -2.3513], [3.9074, 5.7705, -4.5517], [0.5688, 5.5498, -1.3316], [4.1931, -2.9355, -1.2184], [-3.3059, -5.1569, -0.3602], [2.8453, -8.6006, 3.6842], [0.0336, 3.9750, 2.9894], [0.6518, -0.4908, 0.2200], [-2.6512, -4.4118, 1.5807], [0.0902, -1.1369, -0.4478], [6.5195, -3.0470, -0.6897], [-0.1225, -0.5181, -1.8053], [2.7692, 2.2088, 7.3539], [2.1713, 0.2531, 6.6970], [4.3952, 5.1739, -5.4756], [-4.0756, 5.6957, 0.1451], [-0.2014, 0.0358, -5.8822], [-7.4822, -1.0523, -2.6950], [-0.0552, 3.3986, -1.9257], [2.0857, -0.9047, 3.1493], [2.5328, 3.7949, -4.0895], [1.3833, 2.7235, 1.9180], [-3.8646, 4.3854, 0.5391], [-2.9799, 3.9330, -1.6504], [2.5238, -6.3508, 4.2834], [0.6787, 0.0299, -2.2867], [2.2396, 5.7187, -2.6948], [1.1650, -2.7736, -0.5911], [0.1891, 0.1842, -4.8809], [-1.7026, 2.8407, 4.2396], [2.5701, -9.7364, 1.2244], [-0.4690, -1.2716, -2.5071], [2.3530, -7.3576, 0.5708], [-3.0180, -2.4965, -3.0603], [-2.7439, 5.5608, -2.9792], [-4.3323, -0.4767, -2.2559], [-3.1155, 5.2702, -2.0063], [-5.6970, -2.4054, -1.5223], [-0.0462, 0.9527, -6.4439], [-3.8432, 7.1927, -1.3198], [4.1927, 6.8905, -4.2008], [1.7939, -0.4769, 2.0598], [-1.6087, -0.4730, -6.0171], [2.7050, 2.1079, 5.2140], [1.1680, 5.0750, -2.0971], [2.6459, 1.6882, 3.1194], [-4.6713, -0.8217, -3.9796], [1.8309, -5.3460, 0.0889], [-0.8629, -1.2903, 0.0504], [2.5579, 1.5760, 6.5011], [4.8904, -2.1282, -1.0052], [-1.0926, 4.0047, 3.8039], [4.4608, -1.6111, -0.1506], [-4.6652, 6.6697, 1.0712], [-3.3814, -4.9171, -1.4141], [-2.6365, 2.8609, 4.7848], [0.8660, 3.7500, -2.3758]], "atomic_forces_ev_per_a": [[0.1, 0.8, 0.2], [1.6, 0.7, 0.3], [-0.4, 0.8, 0.4], [-0.1, 0.1, 0.7], [-0.2, -0.5, 0.2], [0.4, 0.2, -0.1], [-0.1, 0.4, -0.4], [0.3, 0.2, 0.2], [0.2, -0.1, 0.5], [-0.7, -0.6, -1.3], [0.0, -0.7, -0.2], [0.2, 0.8, -1.0], [-0.3, -0.6, -0.2], [-0.2, -0.2, 0.2], [0.1, 1.1, 0.5], [0.5, 0.2, 0.1], [-1.0, -0.1, 0.3], [0.2, -0.1, 0.2], [-0.2, 0.1, -0.2], [-0.6, 0.2, -0.4], [-0.3, -1.7, 0.0], [-0.4, 0.6, -0.3], [-0.1, -0.1, -0.4], [-0.9, -1.9, 0.1], [0.0, 0.0, 0.2], [0.8, -1.6, 0.8], [-0.2, -0.2, 0.0], [0.4, -0.8, 0.1], [0.6, 0.5, -0.7], [-0.7, -0.1, 0.9], [1.0, 0.4, 0.1], [0.7, -0.4, 0.0], [0.4, -0.1, -0.3], [-0.2, 0.1, 0.4], [0.3, 0.2, -0.2], [0.0, 0.8, -0.6], [-1.0, -0.8, -0.8], [0.4, 0.0, -0.7], [0.1, 0.4, 0.8], [-0.3, 0.1, -0.4], [0.0, 0.3, 0.5], [0.3, -0.1, 0.1], [-0.4, 0.2, -0.2], [-0.7, 1.1, 1.9], [-0.2, -0.3, 0.9], [1.0, 0.1, -0.2], [0.3, -0.7, 0.0], [0.0, 0.0, 0.0], [-0.2, 0.4, -0.2], [-0.2, 0.8, 0.4], [-0.2, 0.0, 0.1], [0.3, -0.2, -0.7], [0.3, -0.5, 0.4], [0.2, 0.2, -0.2], [-0.5, 0.1, 0.8], [0.1, 0.3, -0.1], [-0.1, 0.2, -0.3], [-0.9, 0.5, 1.1], [0.1, -0.4, -0.4], [-0.5, -0.1, 1.0], [0.1, 0.0, -0.2], [-0.6, 0.0, 0.0], [0.5, 0.8, 0.3], [0.8, -0.3, 0.6], [-0.7, -0.4, -0.6], [0.1, 0.0, 0.0], [0.4, 1.6, 0.2], [0.2, -0.3, -0.5], [0.5, -0.2, -0.6], [0.4, -0.7, -0.8], [0.8, 0.1, 0.2], [0.3, -0.7, 0.1], [-0.5, -1.2, 0.7], [-0.2, -0.9, -0.9], [0.0, -0.1, 0.0], [-1.1, -0.2, 0.3], [-0.3, -0.4, 0.7], [0.4, 0.4, 0.0], [0.4, -0.1, 0.5], [-0.5, 1.2, -0.9], [-0.5, 0.4, 0.0], [-0.3, -0.3, 0.1], [-0.7, -0.6, -1.0], [0.9, 0.2, 0.2], [-0.1, 0.0, 0.0], [-0.9, 0.4, -1.0], [-0.4, 0.4, -0.1], [-0.2, 0.3, 0.0], [0.4, 0.0, -0.2], [0.3, -0.9, -0.1], [0.1, 0.2, 0.1], [0.1, -0.1, -0.2], [0.1, -0.1, -0.2], [0.3, 0.6, 0.0], [0.3, 1.0, -0.8], [-0.4, 0.0, -0.3], [0.0, -0.9, 0.5], [0.3, -0.5, 0.8], [-0.1, -0.3, 0.1], [0.1, -0.1, 0.0], [0.1, 0.3, 0.2], [-0.1, -0.7, -0.2], [0.2, 0.6, -0.6], [-1.0, 0.2, -0.7], [-0.4, -0.2, 0.7], [0.6, 0.2, 0.2], [0.3, 0.5, 0.4], [0.6, 0.0, 0.0], [0.2, 0.0, 0.3], [-0.1, 0.6, -1.1]]}



No. 2
{"formula": "C6H6FN5", "method": "ωB97M-V/def2-TZVPD", "lumo_ev": [-1.7, -0.8], "orbital_gap_ev": [5.9, 7.5], "de_lowest_ev": 1.945, "elements": ["H", "C", "C", "F", "H", "C", "C", "H", "N", "H", "C", "H", "N", "N", "C", "N", "H", "N"], "coordinates": [[-3.2039, 1.3380, 1.0655], [0.8613, -0.8415, -0.7860], [-3.2077, -0.8706, 1.1567], [1.9075, -1.8027, -0.8072], [1.7807, 2.1509, -1.4976], [-1.4557, -0.9690, 0.0243], [2.9251, 0.8955, -0.2020], [-0.2816, -2.5268, -0.3489], [0.7975, 0.4003, -1.2242], [2.7689, 2.7654, 0.3278], [-2.8182, 0.4419, 0.7294], [-4.0289, -1.0316, 1.8488], [3.2296, 1.8389, 0.5988], [-1.6699, 0.3563, 0.1198], [1.8596, 1.2132, -1.1442], [-0.2613, -1.4651, -0.3519], [3.1979, -0.1135, -0.1562], [-2.4008, -1.7796, 0.6473]], "atomic_forces_ev_per_a": [[-0.9, 1.8, 0.4], [-1.1, -1.1, -0.4], [-0.8, 0.2, -0.3], [-1.1, 2.0, -0.1], [-0.4, 3.1, -1.4], [-0.3, 0.4, 0.9], [-1.3, 2.9, -0.5], [0.5, 1.8, 0.2], [2.2, -0.3, 0.3], [0.7, -1.6, 0.3], [0.7, -1.7, 0.8], [0.1, -0.6, -0.3], [0.5, 0.7, 0.1], [0.4, 0.5, -1.0], [-1.0, -4.4, 0.9], [0.1, -2.8, -0.6], [1.0, -1.2, 0.7], [0.7, 0.4, -0.1]]}



No. 3
{"formula": "C10H18F4N2O4", "method": "ωB97M-V/def2-TZVPD", "lumo_ev": -0.5, "orbital_gap_ev": 6.3, "de_lowest_ev": 0.000, "elements": ["H", "C", "H", "C", "H", "N", "H", "F", "H", "F", "O", "H", "C", "C", "H", "H", "C", "C", "F", "C", "H", "H", "O", "N", "H", "C", "H", "C", "H", "O", "H", "H", "H", "H", "H", "C", "O", "F"], "coordinates": [[-1.7936, -1.9008, -0.3771], [-1.9207, 0.1859, 0.2290], [-2.9340, -2.7546, 1.4568], [-0.7497, 0.6184, -0.6647], [-0.5596, -0.8277, -2.3146], [0.6179, 0.2291, -0.0747], [2.6436, 0.3319, -0.7365], [2.2681, -3.3973, 0.2872], [0.0111, 3.6843, -2.4726], [3.0758, 3.1097, 1.7761], [-0.3406, 2.8362, -2.1840], [0.3769, -1.8253, -0.2213], [2.7816, 2.7128, 0.5437], [-2.5442, -1.1916, -0.0325], [-4.3503, -1.8224, 1.0292], [0.8780, 3.2481, 0.8382], [0.9178, 1.2796, 0.9516], [1.6538, 0.3048, -1.1749], [3.4021, -2.6165, 1.9834], [-3.2786, -1.7572, 1.1958], [-2.6870, 0.9533, 0.1485], [-3.1409, -1.1203, 2.0681], [0.6270, 1.0682, 2.0827], [1.3863, 2.4818, 0.4029], [1.5719, -0.5766, -1.7961], [2.2232, -2.5926, 1.3735], [-3.2599, -1.1137, -0.8471], [-0.9354, 0.1715, -2.0956], [-1.6145, 0.2037, 1.2783], [1.9453, -1.3093, 1.0200], [-0.0707, -1.1359, 1.3845], [-0.7266, 1.7080, -0.7056], [-1.9882, 0.2304, -2.3476], [1.4675, 1.2263, -1.7262], [-0.4384, 0.9106, -2.7250], [0.6158, -1.0990, 0.5497], [3.5929, 2.6446, -0.2966], [1.2765, -3.0984, 2.1936]], "atomic_forces_ev_per_a": [[0.1, -0.1, 0.0], [0.4, -0.4, 0.6], [0.0, -0.1, 0.0], [-1.7, -0.1, 0.2], [-0.2, -0.3, 0.1], [0.9, 0.1, -0.5], [0.0, -0.1, 0.1], [0.0, 0.3, 0.5], [-0.1, 0.0, 0.0], [0.1, 0.2, 0.5], [0.4, 0.1, 0.2], [-0.1, 0.0, -0.1], [-0.3, 0.3, -0.4], [-0.2, 0.0, 0.0], [-0.1, 0.0, 0.0], [-0.1, 0.0, 0.0], [-0.5, -0.1, 0.3], [0.3, 0.3, 0.0], [-0.5, 0.0, -0.3], [0.0, 0.1, 0.0], [0.0, 0.1, -0.1], [0.1, 0.0, 0.1], [-0.1, 0.1, 0.0], [0.1, -0.1, 0.3], [-0.2, -0.1, -0.1], [-0.1, -0.1, -0.1], [0.1, 0.0, -0.2], [0.7, 0.0, -0.5], [0.0, 0.2, 0.1], [0.1, -0.2, 0.2], [-0.1, 0.1, 0.0], [0.3, 0.4, -0.4], [-0.1, -0.1, 0.1], [-0.2, 0.1, -0.1], [0.0, 0.0, -0.1], [0.4, -0.4, 0.0], [0.5, -0.3, -0.3], [0.4, 0.2, -0.2]]}